Density functional theory data (ωB97M-V with the def2-TZVPD basis set) for an isolated molecule of C5H6OS.

CARTESIAN COORDINATES (ANGSTROEM)
C 1.751 -0.149 0.069
C 0.728 0.955 -0.136
C -0.682 0.411 -0.378
C -1.316 -0.311 0.748
C -0.668 -1.064 -0.348
H 0.834 1.717 0.625
H 1.092 1.480 -1.033
H -1.307 0.955 -1.056
H -0.783 -0.382 1.680
H -2.407 -0.313 0.805
H -1.191 -1.557 -1.145
O 2.936 0.019 0.213
S 1.012 -1.761 -0.043

Values from the calculation:
Total energy in hartree: -667.5234
HOMO-LUMO gap in eV: 10.2
LUMO in Eh: 0.0294
SMILES string: O=C1C[C@@H]2C[C@@H]2S1

Results of the natural (NBO) charge analysis, in e, for atoms 1 through 8:
1 C 0.424
2 C -0.521
3 C -0.235
4 C -0.422
5 C -0.343
6 H 0.246
7 H 0.246
8 H 0.233

---

Density functional theory data (ωB97M-V with the def2-TZVPD basis set) for an isolated molecule of C5H6OS.

CARTESIAN COORDINATES (ANGSTROEM)
C -2.655 0.251 0.864
C -1.703 0.099 0.151
C 0.504 1.162 -0.237
C 1.594 -1.311 0.204
C -0.395 -0.134 -0.503
O 0.193 -1.293 0.034
S 1.997 0.489 0.473
H -3.424 0.679 1.465
H 0.669 1.533 -1.307
H 0.077 1.851 0.593
H 1.774 -1.798 1.163
H 2.192 -1.936 -0.570
H -0.504 -0.220 -1.562

Values from the calculation:
Total energy in hartree: -667.4274
HOMO-LUMO gap in eV: 9.7
LUMO in Eh: 0.0320
SMILES string: C#C[C@H]1CSCO1

Results of the natural (NBO) charge analysis, in e, for atoms 1 through 8:
1 C -0.217
2 C -0.025
3 C -0.573
4 C -0.174
5 C 0.035
6 O -0.516
7 S 0.157
8 H 0.238

---

Density functional theory data (ωB97M-V with the def2-TZVPD basis set) for an isolated molecule of C5H6OS.

CARTESIAN COORDINATES (ANGSTROEM)
C -0.918 2.054 -1.147
C -0.702 0.966 -0.731
C 0.614 -1.195 -0.623
C 1.285 0.319 1.228
C -0.528 -0.302 -0.276
O -1.677 -1.078 0.067
S 2.035 -0.194 -0.264
H -0.966 3.150 -1.242
H 0.496 -2.015 0.011
H 0.632 -1.475 -1.717
H 1.362 1.405 1.351
H 1.401 -0.190 2.256
H -2.443 -0.558 -0.173

Values from the calculation:
Total energy in hartree: -667.3444
HOMO-LUMO gap (spin up / spin down) in eV: 7.4 / 7.9
LUMO (spin up / spin down) in Eh: -0.0084 / -0.0071

Results of the natural (NBO) charge analysis, in e, for atoms 1 through 8:
1 C -0.213
2 C -0.069
3 C -0.582
4 C -0.560
5 C 0.282
6 O -0.668
7 S 0.236
8 H 0.245

---

Density functional theory data (ωB97M-V with the def2-TZVPD basis set) for a structure of composition C5H6OS2.

CARTESIAN COORDINATES (ANGSTROEM)
C -2.747 1.648 0.060
C -1.815 0.531 -0.112
C -2.238 -0.990 -0.163
C -0.532 0.748 0.001
C 2.188 0.476 -0.015
H -3.057 1.942 1.271
H -2.236 2.706 -0.493
H -3.697 1.187 -0.498
H -1.226 -1.618 -0.802
H -0.044 1.630 0.007
H 1.882 1.547 -0.438
O -3.419 -1.417 0.271
S 0.542 -0.542 -0.110
S 3.620 -0.116 0.120

Values from the calculation:
Total energy in hartree: -1065.5410
HOMO-LUMO gap in eV: 8.0
LUMO in Eh: -0.0320

Results of the natural (NBO) charge analysis, in e, for atoms 1 through 8:
1 C -0.641
2 C -0.176
3 C 0.393
4 C -0.323
5 C -0.480
6 H 0.242
7 H 0.225
8 H 0.246

---

Density functional theory data (ωB97M-V with the def2-TZVPD basis set) for an isolated molecule of C5H6S3.

CARTESIAN COORDINATES (ANGSTROEM)
C -0.809 0.121 0.674
C 0.594 -0.543 1.013
C 1.436 -0.389 -0.364
C -0.531 0.420 -0.783
C 0.976 0.804 -0.951
H -3.169 -0.162 0.187
H -1.053 1.002 1.230
H 0.548 -1.529 1.453
H 1.126 -0.069 1.802
H 2.433 -0.756 -0.492
H -1.125 1.046 -1.351
S -2.169 -0.918 1.043
S 0.067 -1.007 -1.577
S 1.678 1.979 -1.886

Values from the calculation:
Total energy in hartree: -1388.5886
HOMO-LUMO gap in eV: 8.5
LUMO in Eh: 0.0025

Results of the natural (NBO) charge analysis, in e, for atoms 1 through 8:
1 C -0.392
2 C -0.408
3 C -0.297
4 C -0.416
5 C -0.102
6 H 0.142
7 H 0.235
8 H 0.232

---

Density functional theory data (ωB97M-V with the def2-TZVPD basis set) for an isolated molecule of C5H6Si.

CARTESIAN COORDINATES (ANGSTROEM)
C 2.208 -0.728 0.167
C 2.323 0.438 -0.412
C -2.337 0.633 0.226
C -2.442 -0.705 -0.019
C 0.950 0.115 0.526
Si -0.758 -0.049 -0.529
H 2.395 -1.712 0.545
H 2.884 1.323 -0.779
H -3.018 1.450 0.389
H -2.961 -1.589 0.300
H 1.183 0.526 1.481
H -0.426 0.298 -1.894

Values from the calculation:
Total energy in hartree: -483.3900
HOMO-LUMO gap in eV: 9.7
LUMO in Eh: 0.0374
SMILES string: C1=CC1[SiH]1C=C1

Results of the natural (NBO) charge analysis, in e, for atoms 1 through 8:
1 C -0.199
2 C -0.187
3 C -0.523
4 C -0.530
5 C -0.655
6 Si 1.143
7 H 0.234
8 H 0.247

---

Density functional theory data (ωB97M-V with the def2-TZVPD basis set) for an isolated molecule of C5H7BO2.

CARTESIAN COORDINATES (ANGSTROEM)
B -0.442 0.111 -1.378
C -0.021 0.489 1.693
C 0.743 -0.114 0.724
C -0.700 1.031 2.632
C 2.105 -0.173 0.926
C -1.058 -0.884 -2.544
O -0.492 1.369 -1.438
O 0.178 -0.687 -0.347
H -1.012 0.488 3.518
H -1.021 2.066 2.597
H 2.745 -0.639 0.201
H 2.534 0.222 1.828
H -0.455 -0.791 -3.440
H -2.073 -0.583 -2.782
H -1.031 -1.906 -2.191

Values from the calculation:
Total energy in hartree: -369.9490
HOMO-LUMO gap (spin up / spin down) in eV: 9.5 / 4.4
LUMO (spin up / spin down) in Eh: -0.0184 / -0.1116

Results of the natural (NBO) charge analysis, in e, for atoms 1 through 8:
1 B 1.005
2 C 0.113
3 C 0.160
4 C -0.460
5 C -0.332
6 C -0.888
7 O -0.497
8 O -0.663

---

Density functional theory data (ωB97M-V with the def2-TZVPD basis set) for an isolated molecule of C5H7Br.

CARTESIAN COORDINATES (ANGSTROEM)
C 1.608 0.831 0.617
C 0.239 0.148 0.386
C -0.569 0.036 -0.687
C 1.903 -0.141 -0.392
C -2.048 -0.305 -0.527
Br 2.625 -1.829 0.328
H 1.766 1.855 0.361
H 1.882 0.748 1.651
H 0.086 -0.448 1.298
H -0.282 0.355 -1.671
H -2.112 -0.918 0.330
H -2.440 -0.849 -1.390
H -2.656 0.519 -0.304

Values from the calculation:
Total energy in hartree: -2768.5637
HOMO-LUMO gap in eV: 8.1
LUMO in Eh: -0.0045

Results of the natural (NBO) charge analysis, in e, for atoms 1 through 8:
1 C -0.533
2 C -0.253
3 C 0.016
4 C -0.097
5 C -0.654
6 Br -0.058
7 H 0.236
8 H 0.212

---

Density functional theory data (ωB97M-V with the def2-TZVPD basis set) for a cluster of 2 separate species, C5H7BrF2 in total.

CARTESIAN COORDINATES (ANGSTROEM)
C 0.709 -1.137 0.959
C 0.525 0.128 0.992
C 1.428 1.160 0.465
C -0.942 0.631 1.315
C -1.296 -1.123 -2.671
F -1.457 -1.509 -1.379
F -0.489 -0.031 -2.620
Br -0.357 -2.458 -3.659
H 0.503 -2.100 0.934
H 1.121 1.590 -0.415
H 1.499 1.935 1.135
H 2.336 0.660 0.364
H -0.847 0.860 2.359
H -1.609 -0.168 1.311
H -1.124 1.561 0.909

Values from the calculation:
Total energy in hartree: -2968.2353
HOMO-LUMO gap (spin up / spin down) in eV: 9.7 / 6.0
LUMO (spin up / spin down) in Eh: 0.0183 / -0.0631

Results of the natural (NBO) charge analysis, in e, for atoms 1 through 8:
1 C -0.136
2 C -0.067
3 C -0.630
4 C -0.634
5 C 0.623
6 F -0.327
7 F -0.333
8 Br 0.039

---

Density functional theory data (ωB97M-V with the def2-TZVPD basis set) for an isolated molecule of C5H7BrN3O3P.

CARTESIAN COORDINATES (ANGSTROEM)
C 3.366 0.459 0.401
C 2.012 0.091 0.705
C 2.111 -0.882 1.697
C 4.086 -0.110 1.370
C 0.833 0.545 0.014
N 0.860 1.244 -1.128
N -0.669 -1.834 -1.458
N -2.748 -0.887 0.238
O -0.324 0.200 0.458
O -1.746 0.492 -1.741
O 3.330 -1.016 2.088
P -1.502 -0.660 -0.884
Br 5.889 0.040 1.921
H 3.767 1.139 -0.224
H 1.652 1.160 -1.844
H 0.022 1.150 -1.545
H 1.356 -1.318 2.269
H -0.314 -2.594 -0.902
H -2.312 -1.667 0.763
H -3.072 0.047 0.593

Values from the calculation:
Total energy in hartree: -3500.0946
HOMO-LUMO gap in eV: 8.8
LUMO in Eh: -0.0140

Results of the natural (NBO) charge analysis, in e, for atoms 1 through 8:
1 C -0.285
2 C -0.250
3 C 0.221
4 C 0.186
5 C 0.717
6 N -0.744
7 N -1.343
8 N -1.189

---

Density functional theory data (ωB97M-V with the def2-TZVPD basis set) for a structure of composition C5H7BrS.

CARTESIAN COORDINATES (ANGSTROEM)
C -1.888 -1.482 2.004
C -0.532 0.345 0.682
C 0.278 0.316 -0.383
C 1.181 1.546 -0.850
C 0.398 -0.875 -1.218
S -2.152 -0.621 3.274
Br -0.737 1.604 1.951
H -2.247 -2.499 1.636
H 1.259 1.505 -1.960
H 1.018 2.545 -0.559
H 2.216 1.143 -0.376
H 1.319 -1.351 -0.974
H -0.487 -1.591 -0.962
H 0.375 -0.584 -2.266

Values from the calculation:
Total energy in hartree: -3166.7062
HOMO-LUMO gap (spin up / spin down) in eV: 7.3 / 7.8
LUMO (spin up / spin down) in Eh: -0.0166 / -0.0113

Results of the natural (NBO) charge analysis, in e, for atoms 1 through 8:
1 C -0.376
2 C -0.184
3 C -0.123
4 C -0.626
5 C -0.626
6 S 0.239
7 Br 0.160
8 H 0.225

---

Density functional theory data (ωB97M-V with the def2-TZVPD basis set) for an isolated molecule of C5H7Cl.

CARTESIAN COORDINATES (ANGSTROEM)
C 0.002 0.189 -0.954
C 0.228 -1.029 -0.059
C 0.052 0.401 0.501
C 1.224 -0.684 -1.105
C -1.125 0.909 1.411
Cl 1.185 -1.629 -2.628
H -0.645 0.261 -1.802
H -0.452 -1.868 0.209
H 1.096 0.690 0.847
H 2.312 -0.299 -1.110
H -2.002 0.744 0.926
H -1.003 1.979 1.433
H -0.873 0.336 2.331

Values from the calculation:
Total energy in hartree: -654.7958
HOMO-LUMO gap in eV: 10.5
LUMO in Eh: 0.0424
SMILES string: C[C@H]1[C@@H]2[C@@H](Cl)[C@H]12

Results of the natural (NBO) charge analysis, in e, for atoms 1 through 8:
1 C -0.251
2 C -0.256
3 C -0.176
4 C -0.196
5 C -0.608
6 Cl -0.075
7 H 0.243
8 H 0.244

---

- The highest total energy belongs to which entry?
  C5H7BO2

---

- total energy of number 3 (C5H6OS)?
  -667.3444 hartree